No. 1
Below is a structure of composition C36H44N6O4P3Sr, with properties calculated with ωB97M-V with the def2-TZVPD basis set.

* charge: +1
* LUMO: -3.039 eV
* ΔE to the lowest compared entry with this formula, charge and spin: 456.9 kJ/mol
* orbital gap: 0.224 Eh

Structure (XYZ):
```
94
Properties=species:S:1:pos:R:3:forces:R:3
Sr 0.24109 0.72059 0.89558 0.201 0.184 -0.007
C 3.17038 -2.69337 4.57663 -0.002 -0.006 0.004
C 1.86031 -2.51361 4.99855 0.000 0.004 0.000
C 1.15837 -1.37597 4.63133 0.015 0.008 0.009
C 1.76566 -0.40291 3.83827 -0.029 0.009 -0.038
C 3.07105 -0.59545 3.39907 0.004 -0.028 -0.009
C 3.77049 -1.73137 3.77667 0.003 0.007 -0.010
N 1.04278 0.72580 3.37635 -0.198 0.045 -0.122
C 0.54546 1.58994 4.21119 0.017 0.030 0.060
C 0.80261 1.57018 5.64393 0.031 -0.011 -0.003
C 0.28520 2.50239 6.46418 -0.026 0.017 -0.014
C -0.55714 3.56751 5.97720 0.019 -0.019 0.017
C -0.83052 3.65705 4.66520 -0.004 -0.013 -0.039
C -0.31266 2.68782 3.72525 -0.022 0.027 0.055
N -0.56291 2.74304 2.43101 -0.013 -0.065 -0.087
N -1.38332 3.69563 2.03034 -0.001 -0.039 0.075
C -1.46764 4.04517 0.73704 0.011 0.010 -0.099
C -2.53386 4.92620 0.40392 -0.001 -0.027 0.042
C -2.65082 5.51144 -0.82291 0.005 -0.024 -0.051
C -1.69001 5.22465 -1.80988 -0.077 -0.072 -0.024
C -0.69739 4.33806 -1.50082 -0.011 -0.024 -0.017
N -0.59335 3.74206 -0.28464 -0.001 0.031 -0.002
H 3.71802 -3.58022 4.86611 0.001 0.000 -0.001
H 1.38146 -3.26230 5.61654 -0.001 0.002 0.001
H 0.13480 -1.23236 4.95718 0.005 -0.004 0.007
H 3.52737 0.14692 2.75698 0.004 0.000 0.001
H 4.78901 -1.86751 3.43722 0.001 0.001 0.000
H 1.45018 0.79888 6.03396 0.005 0.001 -0.006
H 0.51906 2.46473 7.52093 0.000 0.004 0.001
H -0.94531 4.29695 6.67463 -0.001 0.001 0.000
H -1.44035 4.45317 4.26628 -0.001 0.008 0.013
H -3.22026 5.14726 1.20883 -0.001 0.004 0.000
H -3.45437 6.20891 -1.01949 0.002 0.006 0.003
H -1.69537 5.70198 -2.77930 -0.007 -0.016 -0.001
H 0.08849 4.03728 -2.17758 -0.003 0.009 -0.003
O -0.11405 -1.71052 0.19384 -0.036 0.059 -0.106
C 1.11175 -1.76878 -0.13252 0.077 -0.075 0.005
O 1.96428 -0.90356 0.18009 -0.083 -0.048 -0.040
C 1.56972 -2.91956 -1.00887 0.021 -0.104 0.127
P 1.31893 -2.47292 -2.77394 -0.128 0.033 -0.097
C 2.12053 -3.84700 -3.66589 -0.011 0.050 -0.035
C 2.59324 -5.00357 -3.05492 -0.016 0.001 0.017
C 3.17059 -6.01342 -3.81576 0.004 -0.001 0.004
C 3.28542 -5.87455 -5.18909 -0.002 -0.001 0.002
C 2.81751 -4.72167 -5.80813 -0.002 0.004 0.012
C 2.23396 -3.71996 -5.05184 0.010 -0.001 -0.014
C 2.49431 -1.10021 -2.99177 -0.003 -0.003 0.015
C 1.99214 0.19335 -3.10039 -0.009 -0.043 0.002
C 2.85597 1.27719 -3.17738 0.008 0.014 -0.002
C 4.22615 1.06996 -3.15920 -0.011 0.002 0.007
C 4.73430 -0.22024 -3.06525 0.004 -0.012 -0.001
C 3.87327 -1.30105 -2.97972 -0.010 0.012 -0.003
H 0.96889 -3.80536 -0.79781 0.000 0.015 0.016
H 2.62470 -3.11846 -0.81872 0.004 0.002 -0.020
H 2.52334 -5.12949 -1.98249 -0.006 0.001 -0.003
H 3.53647 -6.90737 -3.32798 -0.001 -0.001 -0.002
H 3.73972 -6.66038 -5.77777 0.000 0.001 -0.001
H 2.90844 -4.60479 -6.88001 0.001 -0.001 0.000
H 1.87940 -2.81850 -5.54110 -0.004 -0.005 0.004
H 0.92018 0.36107 -3.12624 0.027 0.024 -0.017
H 2.45854 2.28095 -3.25296 -0.005 -0.002 0.000
H 4.90212 1.91264 -3.22193 0.001 0.002 0.000
H 5.80428 -0.38166 -3.05558 0.000 0.001 0.000
H 4.27329 -2.30575 -2.90582 0.001 0.001 0.000
C -3.85450 -1.45587 1.00500 -0.022 0.010 0.000
P -2.92546 0.02528 1.55006 0.108 -0.001 0.011
C -2.22912 -0.59032 3.12760 0.011 -0.006 -0.004
C -4.26049 1.12276 2.15033 0.010 0.016 0.000
H -4.49336 -1.84509 1.79965 0.004 0.012 0.009
H -3.14251 -2.22812 0.71015 -0.011 -0.007 0.008
H -4.48486 -1.21542 0.14669 -0.006 -0.016 -0.003
H -2.99821 -1.05243 3.74981 -0.014 0.005 -0.013
H -1.78130 0.23852 3.67830 -0.002 -0.015 0.000
H -1.45263 -1.33014 2.91905 0.001 0.000 0.008
H -4.87243 0.64056 2.91456 0.006 -0.016 -0.003
H -4.90738 1.41359 1.32051 -0.005 0.015 0.005
H -3.81414 2.02839 2.56610 0.002 -0.002 -0.001
N -1.85977 -1.49163 -3.46414 0.161 0.062 0.078
C -2.29178 -1.09495 -2.09039 0.046 -0.062 0.120
P -1.69380 0.70844 -1.91388 -0.092 0.018 0.240
O -1.63683 1.09174 -3.44114 -0.101 0.077 -0.061
O 0.41320 2.90769 -0.12760 -0.052 -0.055 0.157
C -3.38205 1.55644 -1.52104 -0.006 -0.035 -0.036
N -3.65332 2.38805 -2.73450 0.123 0.071 0.002
H -1.77152 -0.58998 -3.99212 -0.041 0.022 -0.031
H -2.49471 -2.13409 -3.92709 0.055 -0.067 0.013
H -0.89901 -1.90506 -3.39705 0.029 -0.091 -0.083
H -1.76021 -1.70520 -1.35848 -0.052 -0.037 -0.031
H -3.36510 -1.24595 -1.99500 -0.016 0.074 -0.043
H -3.31824 2.19444 -0.64425 0.021 0.037 -0.001
H -4.19976 0.85035 -1.39049 0.007 -0.006 0.017
H -2.93224 1.97819 -3.44568 0.079 -0.011 0.034
H -3.40060 3.36361 -2.56726 -0.010 0.017 -0.004
H -4.61177 2.34131 -3.06429 0.007 0.008 -0.010
```
Forces are in eV/Å.

=====

No. 2
Below is the ion C4H9BrNS with charge +1 at a distorted geometry, with properties calculated with ωB97M-V with the def2-TZVPD basis set.

* charge: +1
* LUMO: -5.670 eV
* ΔE to the lowest compared entry with this formula, charge and spin: 232.2 kJ/mol
* orbital gap: 0.277 Eh

Structure (XYZ):
```
16
Properties=species:S:1:pos:R:3:forces:R:3
C -0.03053 0.44644 1.05173 0.515 -3.125 3.038
C 0.64601 -0.88498 0.50442 -1.335 1.680 -2.224
C -1.69318 0.19477 -0.70569 0.200 -3.349 -0.368
C 1.65895 -0.63437 -0.60232 0.417 3.535 1.211
N -0.71063 1.06654 -0.08200 -0.530 2.000 0.512
S -0.58417 -2.05038 -0.19548 -1.473 3.445 0.056
Br -3.40308 0.20689 0.20010 1.403 0.142 -1.105
H -0.74671 0.09780 1.91791 0.838 0.994 -2.058
H 0.71129 1.10600 1.55939 -0.478 -0.138 -0.876
H 1.02779 -1.33198 1.33092 1.426 -1.441 2.500
H -1.50014 0.05149 -1.81493 -1.105 0.582 1.493
H 2.55005 0.01817 -0.27112 -1.277 -0.942 -0.325
H 1.11315 -0.04688 -1.37704 0.716 -0.680 -0.095
H 2.03383 -1.51833 -1.00167 0.498 -1.441 -0.827
H -1.10509 2.01006 0.23771 0.239 -1.456 -0.660
H 0.03250 1.26874 -0.75194 -0.054 0.193 -0.270
```
Forces are in eV/Å.

=====

No. 3
Below is a structure of composition C35H52F5IN4O2PS at a distorted geometry, with properties calculated with ωB97M-V with the def2-TZVPD basis set.

* charge: +1
* LUMO: -3.339 eV
* ΔE to the lowest compared entry with this formula, charge and spin: 149.9 kJ/mol
* orbital gap: 0.252 Eh

Structure (XYZ):
```
101
Properties=species:S:1:pos:R:3:forces:R:3
C 0.89436 -2.34245 5.91685 -0.235 -0.407 0.356
C -0.62354 -2.60163 5.67935 0.817 -0.487 0.030
C -0.87746 -3.56037 4.46059 -0.197 1.742 0.455
C -1.65540 -2.77779 3.36333 -0.466 -1.167 -0.122
C -2.58304 -3.71224 2.52907 0.733 -0.140 -0.145
C -1.84457 -4.99472 2.02716 -0.248 1.407 -0.343
C -0.58395 -4.55485 1.24899 0.038 -0.639 0.317
C 0.00313 -5.66615 0.32519 0.360 1.347 0.929
C 1.51359 -5.35992 0.09376 -1.397 0.239 -0.124
C 1.61972 -4.12954 -0.82708 1.245 -0.440 0.197
C 3.11731 -3.69146 -0.97654 -1.325 -0.572 -1.256
C 3.32133 -3.01565 -2.36598 1.104 0.692 1.119
C 3.36095 -1.46831 -2.22630 -1.207 -0.634 -0.773
C 1.89100 -0.93027 -2.19815 0.827 0.403 0.040
C 1.72962 0.31332 -3.10929 -1.188 -0.694 0.880
N 2.01642 1.58368 -2.38608 1.161 1.421 -0.575
P 3.43910 2.45832 -3.00664 1.501 -0.697 -0.425
S 5.12027 1.77775 -2.39769 -0.241 0.083 0.027
C 1.27190 2.01527 -1.39690 -0.621 -1.223 0.261
N 0.14310 1.27235 -1.05815 -1.206 2.300 -1.611
C -0.79701 2.37712 -0.66592 0.130 0.497 3.013
C -2.00283 2.04472 0.25904 -0.183 -0.878 -0.506
C -2.35045 0.54178 0.38747 -0.710 0.128 0.716
C -2.70563 0.14646 1.84325 0.454 -0.712 -0.736
I -4.51780 1.00117 2.61428 1.055 -0.823 1.737
C 0.21040 3.05780 0.28455 -2.502 0.155 -1.978
N 1.42112 3.18438 -0.60372 -0.544 -1.275 1.665
C 2.53365 3.19614 0.39516 1.768 0.500 -0.851
F 2.11916 3.80469 1.52825 -0.490 -0.299 -0.276
F 2.80190 1.89101 0.70563 -0.188 0.293 0.092
C 3.79754 3.92422 -0.01688 0.440 -0.575 -0.052
C 5.00405 3.39905 0.43600 0.054 -0.507 0.667
C 6.22028 3.99454 0.16999 -0.322 0.293 0.095
C 6.23130 5.16277 -0.58825 0.467 -0.637 0.476
C 5.03214 5.67610 -1.04591 0.625 1.040 -0.330
C 5.10465 6.93833 -1.89755 0.088 -0.895 -0.517
F 4.87888 8.06201 -1.21357 -0.295 -0.200 -0.263
F 6.30433 7.06757 -2.49738 -0.252 0.034 0.306
F 4.20224 6.80608 -2.91228 -0.024 0.588 0.430
C 3.81221 5.09269 -0.75641 -0.615 -0.063 -0.047
H 1.49646 -2.58503 5.03159 -0.142 0.237 0.113
H 1.22732 -3.01874 6.71717 0.158 0.217 -0.248
H 1.12527 -1.32202 6.24335 -0.124 -0.178 -0.115
H -1.13920 -1.64259 5.55871 -0.048 -0.289 -0.056
H -1.00465 -3.08811 6.58689 -0.125 0.340 -0.193
H 0.11098 -3.82512 4.06930 -0.354 -0.441 0.065
H -1.42432 -4.44383 4.80553 0.132 0.096 -0.255
H -0.92988 -2.27991 2.70219 -0.221 0.040 0.199
H -2.29906 -2.01997 3.82847 0.276 -0.062 -0.085
H -2.91710 -3.18316 1.62118 -0.147 -0.031 0.298
H -3.46748 -3.96200 3.13071 0.178 -0.023 -0.179
H -1.62384 -5.63310 2.88835 0.067 -0.178 -0.406
H -2.50623 -5.48986 1.30174 0.091 -0.246 0.439
H 0.21937 -4.26581 1.94428 -0.300 -0.002 -0.045
H -0.84708 -3.63794 0.69829 0.121 -0.311 -0.111
H -0.54813 -5.59998 -0.62298 0.188 -0.580 0.122
H -0.14366 -6.62178 0.84166 -0.003 0.027 -0.404
H 1.97967 -6.25505 -0.33893 0.223 0.437 -0.085
H 2.00477 -5.11768 1.04827 -0.123 -0.328 -0.141
H 1.18601 -4.41794 -1.79713 0.185 0.228 0.139
H 1.07109 -3.25747 -0.44782 -0.199 -0.390 0.052
H 3.34919 -3.01582 -0.14565 0.303 -0.205 -0.195
H 3.72768 -4.60104 -0.93123 0.033 0.292 0.207
H 4.28217 -3.32266 -2.80345 -0.283 -0.076 0.113
H 2.51878 -3.30981 -3.05301 0.280 0.050 0.052
H 3.87850 -1.13868 -1.31959 0.152 -0.167 -0.316
H 3.87515 -1.07329 -3.11381 -0.039 0.128 0.357
H 1.62425 -0.69166 -1.15950 -0.095 0.040 -0.322
H 1.17245 -1.69514 -2.52006 0.266 0.162 -0.112
H 0.68312 0.37417 -3.44990 0.345 0.109 -0.156
H 2.36629 0.22154 -3.99206 -0.009 0.287 0.241
H 3.33668 2.19292 -4.39284 -0.720 0.266 0.330
H 3.21303 3.84033 -2.85939 -0.570 -0.319 0.124
H -0.35187 0.87761 -1.85753 0.939 -0.912 -0.038
H -1.11291 3.01701 -1.50029 0.366 -0.341 -0.080
H -2.88899 2.58814 -0.08653 0.245 -0.124 -0.017
H -1.81483 2.42624 1.27391 0.121 -0.053 -0.285
H -1.54580 -0.14551 0.08669 0.038 0.363 0.023
H -3.23462 0.29870 -0.21237 0.311 0.064 -0.148
H -1.85350 0.32154 2.51175 -0.419 0.305 0.026
H -2.83922 -0.94217 1.82629 -0.276 0.369 0.246
H 0.29853 2.28466 1.05463 0.588 0.640 0.206
H -0.28962 3.97128 0.60713 1.019 0.211 0.250
H 5.00190 2.49772 1.04628 -0.076 0.143 -0.226
H 7.11699 3.54158 0.58594 -0.063 0.246 -0.253
H 7.18467 5.64104 -0.79383 -0.294 0.064 -0.141
H 2.88063 5.53301 -1.11333 0.238 -0.026 0.031
C -7.96478 1.62406 -3.84609 -0.012 -0.003 -0.017
C -8.77485 1.82863 -2.73740 0.125 -0.018 -0.086
C -8.21591 1.88937 -1.47076 -0.243 0.050 0.117
C -6.84609 1.74809 -1.33146 -0.124 -0.166 -0.283
C -6.02718 1.53658 -2.42766 0.217 -0.026 -0.119
C -6.59268 1.47404 -3.69071 -0.119 0.023 0.042
N -6.25077 1.83700 0.00742 0.097 -0.027 -0.160
O -6.99816 2.00346 0.94681 0.078 0.160 -0.037
O -5.03261 1.74131 0.10270 -0.787 0.721 -1.671
H -8.40366 1.58231 -4.83469 0.007 -0.008 0.021
H -9.84313 1.94369 -2.86071 0.016 -0.004 0.037
H -8.85006 2.04865 -0.61036 0.143 -0.003 0.072
H -4.95877 1.42240 -2.31114 -0.045 0.025 0.156
H -5.96427 1.31180 -4.55628 0.005 -0.003 0.028
```
Forces are in eV/Å.

=====

No. 4
Below is a structure of composition C23H25AuF6NO4PS2, with properties calculated with ωB97M-V with the def2-TZVPD basis set.

* LUMO (alpha / beta): -2.252 / -2.252 eV
* ΔE to the lowest compared entry with this formula, charge and spin: 44.6 kJ/mol
* orbital gap (alpha / beta): 0.226 / 0.226 Eh

Structure (XYZ):
```
63
Properties=species:S:1:pos:R:3:forces:R:3
Au 0.15094 -1.19336 -0.28004 0.008 0.181 0.229
F 3.55764 -4.96796 -0.16800 -0.037 -0.015 -0.030
C 2.54745 -5.45649 -0.89573 0.000 0.065 0.056
F 2.35615 -6.72663 -0.56080 0.000 0.017 -0.018
F 2.87004 -5.38292 -2.18053 0.002 -0.004 0.004
S 1.04625 -4.45304 -0.53008 0.104 -0.109 -0.057
O 1.41576 -3.10970 -0.94842 0.184 0.142 -0.056
O 0.79090 -4.62869 0.87107 0.008 -0.063 0.094
N 0.04089 -5.16902 -1.47514 -0.022 -0.269 -0.081
S -1.35902 -4.52956 -1.79612 -0.115 0.099 -0.127
O -2.36020 -5.53599 -1.91150 -0.104 0.042 -0.032
O -1.61962 -3.34505 -1.01275 -0.062 0.050 0.160
C -1.13683 -3.85767 -3.52163 0.047 -0.045 -0.019
F 0.13529 -3.52638 -3.74478 -0.062 0.046 0.016
F -1.50952 -4.75452 -4.43128 0.063 0.005 0.026
F -1.88885 -2.76471 -3.67222 -0.014 -0.054 -0.018
C 2.47071 -2.17480 2.77404 0.049 0.021 -0.029
C 1.01765 -2.55102 3.04670 0.081 0.076 0.060
P -0.13656 -1.60065 2.00923 -0.206 -0.206 0.104
C -0.18741 0.06998 2.75968 0.020 0.038 0.034
C -0.67682 0.18107 4.19863 -0.005 0.023 0.050
C -1.78883 -2.34079 2.27211 -0.012 -0.036 -0.023
C -2.04971 -3.00549 3.62064 -0.002 -0.042 0.053
H 3.14358 -2.74107 3.41790 -0.013 -0.018 0.001
H 2.66188 -1.11444 2.95347 -0.013 0.000 0.001
H 2.73223 -2.39402 1.73776 -0.004 0.001 -0.003
H 0.75301 -2.39807 4.09605 0.009 0.029 -0.012
H 0.85653 -3.60020 2.81415 -0.019 -0.022 -0.009
H -0.80638 0.67190 2.08991 -0.029 -0.013 0.024
H 0.82414 0.47489 2.65923 0.006 -0.027 0.011
H -1.72618 -0.09993 4.28493 -0.001 0.000 -0.014
H -0.58348 1.20831 4.55325 0.001 0.005 -0.002
H -0.10298 -0.45146 4.87680 0.007 0.003 -0.001
H -1.91246 -3.06663 1.46577 0.012 -0.002 0.003
H -2.51195 -1.54585 2.06581 0.007 0.008 0.022
H -1.38350 -3.85431 3.77331 0.005 -0.002 -0.013
H -3.07043 -3.38753 3.65382 -0.006 0.008 -0.005
H -1.92105 -2.32585 4.46239 -0.002 0.011 -0.012
C -0.13658 0.53519 -1.11415 0.303 -0.057 -0.351
C -0.08797 1.77470 -1.26248 -0.182 0.148 -0.050
C -0.05839 3.09664 -1.52073 -0.013 0.038 -0.004
C -1.29371 3.79770 -1.89958 0.018 -0.099 0.011
C -1.49085 5.13895 -1.56157 -0.039 0.019 -0.011
C -2.68413 5.76599 -1.87859 0.011 0.000 0.003
C -3.68070 5.06687 -2.54462 -0.021 -0.006 -0.011
C -3.49301 3.73236 -2.88293 0.020 0.002 0.004
C -2.31045 3.09562 -2.55362 -0.047 0.049 -0.021
C 1.21819 3.81749 -1.41319 0.008 -0.065 0.055
C 1.50774 4.90098 -2.24584 0.034 0.021 0.007
C 2.73633 5.53382 -2.15797 -0.002 0.006 -0.011
C 3.67698 5.10315 -1.23328 0.021 -0.006 0.014
C 3.39906 4.02340 -0.40446 -0.017 0.002 -0.015
C 2.18118 3.37588 -0.50066 0.035 0.032 -0.025
H -0.72394 5.67997 -1.02451 0.013 -0.007 0.003
H -2.83860 6.80032 -1.60212 0.003 0.001 0.005
H -4.60985 5.56062 -2.79770 0.003 0.006 0.001
H -4.27181 3.19002 -3.40174 0.006 -0.010 0.000
H -2.15635 2.05549 -2.80900 0.012 -0.008 0.009
H 0.78561 5.22569 -2.98241 -0.018 -0.007 0.005
H 2.96363 6.36149 -2.81634 -0.008 0.000 -0.004
H 4.63329 5.60455 -1.16192 -0.001 0.005 -0.007
H 4.13634 3.68514 0.31105 -0.005 -0.006 0.004
H 1.95871 2.52564 0.13073 -0.017 -0.002 0.004
```
Forces are in eV/Å.